Here is a gas-phase ion, C5H8NO2 (charge +1) in a non-equilibrium geometry from the OMol25 dataset. Energies are from the ωB97M-V functional and the def2-TZVPD basis.

Structure (XYZ):
```
16
Properties=species:S:1:pos:R:3
C -0.032 1.031 1.512
C 0.188 1.192 0.032
C 0.550 -0.141 -0.502
N 1.815 -0.450 -0.760
C -0.557 -1.034 -0.664
O -0.214 -2.376 -0.759
C -1.827 -0.571 -0.698
O -2.899 -0.219 -0.655
H -0.459 2.028 1.742
H 0.715 0.734 2.220
H -0.795 0.348 1.848
H 0.872 2.029 -0.139
H -0.859 1.601 -0.464
H 2.674 0.118 -0.680
H 1.900 -1.395 -1.109
H -1.072 -2.896 -0.924
```

Computed properties:
E_LUMO	-4.82	eV
relative energy (zero: lowest compared OMol25 entry of this formula, charge and spin)	137.98	kJ/mol
charge	+1
orbital gap	8.909	eV